[1]
DFT (ωB97M-V/def2-TZVPD) results for an isolated molecule of C19H14ClN3OS.

The geometry in XYZ format:
```
39
Properties=species:S:1:pos:R:3:forces:R:3:nbo_charge:R:1
Cl -6.72146 3.62947 -1.72158 -0.4 0.2 0.2 0.0102
N 5.34661 -3.68505 4.60901 -1.0 -0.5 0.8 -0.2396
N -0.03832 -0.92652 -0.47913 -0.7 1.2 -0.1 -0.4426
O -1.75880 1.51993 -3.79627 4.0 -1.9 -2.1 -0.4712
S 1.18198 1.19295 0.52552 -0.3 -1.9 0.0 0.3683
C 4.19267 -3.64891 3.98669 0.0 1.0 -1.2 -0.0326
C 0.01451 0.38447 -0.50699 0.2 -0.4 -1.7 0.1310
C 3.86472 -2.37168 3.35463 1.1 -2.5 1.6 -0.1680
C 4.93145 -1.67891 3.77915 1.7 2.9 0.3 -0.0209
C -4.92586 3.16672 -3.67716 -0.6 0.6 -2.5 -0.2072
C 0.85009 -2.74001 1.14241 0.4 0.2 -1.7 -0.1876
C -3.71785 2.69217 -4.21896 -1.3 -0.5 1.2 -0.2564
C 1.80863 -3.02132 2.12815 -0.2 0.8 -1.2 -0.1926
C 2.62106 -0.71910 2.00218 -1.5 -1.5 -0.6 -0.2036
C -4.21695 2.58585 -1.48367 -1.3 0.4 -3.7 -0.1745
C -5.22683 3.07249 -2.35002 1.7 -0.2 1.0 -0.0880
C 0.79949 -1.43873 0.48579 0.4 0.1 2.7 0.0858
C -2.86008 2.01011 -3.37284 -1.9 1.9 1.9 0.3165
C 1.56618 -0.43602 1.12077 1.0 0.3 0.0 -0.1799
C 2.75618 -2.01643 2.49484 -0.7 0.0 -0.3 -0.0411
C -3.06541 2.03664 -1.99737 -2.4 0.9 -1.2 -0.0992
N 5.78059 -2.43954 4.55350 -0.7 1.6 -1.4 -0.3429
C -0.91777 0.73487 -2.96520 1.7 -2.4 0.6 -0.0649
C -2.20291 1.45461 -1.01233 1.3 -1.8 -0.1 -0.4074
C -0.75831 1.26491 -1.49543 -0.7 0.1 -0.7 -0.3000
H 3.62502 -4.50433 3.88990 -0.9 -1.8 -0.1 0.1921
H 5.14584 -0.62734 3.53413 0.2 -0.6 0.5 0.2054
H -5.65499 3.61612 -4.41745 0.8 -0.5 1.2 0.2256
H 0.26960 -3.55282 0.65586 0.3 0.6 0.7 0.2284
H -3.60257 2.69520 -5.27342 0.4 0.1 -0.7 0.2258
H 1.93127 -4.05306 2.48717 -0.2 0.7 -0.1 0.2223
H 3.31821 0.04060 2.17414 0.9 0.9 0.7 0.2114
H -4.37872 2.56572 -0.48330 -0.5 0.0 2.9 0.2067
H 6.53150 -2.09675 5.12919 0.1 -0.2 -0.2 0.4110
H -1.32458 -0.30559 -2.77381 0.0 1.0 -0.7 0.1939
H 0.07621 0.53833 -3.54609 -1.8 0.8 1.1 0.2129
H -2.15642 2.20482 -0.30828 0.1 1.1 2.4 0.2222
H -2.72424 0.56137 -0.64145 0.8 -0.1 0.2 0.2315
H -0.35974 2.29476 -1.53227 0.3 -0.5 0.1 0.2193
```
Forces are in eV/Å.

Output
Molar mass, g mol⁻¹: 367.861
E_tot, eV: -49803.9843
Kohn-Sham gap, eV: 8.4
2S+1: 1
SMILES string: Clc1ccc2c(c1)C[C@@H](c1nc3ccc(-c4cn[nH]c4)cc3s1)CO2
E_LUMO, eV: 0.2
ΔE to the lowest compared entry with this formula, charge and spin, kJ/mol: 159.9
E_HOMO, eV: -8.2296

***

[2]
DFT (ωB97M-V/def2-TZVPD) results for a structure of composition C19H15CdN8O2.

The geometry in XYZ format:
```
45
Properties=species:S:1:pos:R:3:forces:R:3:nbo_charge:R:1
Cd 0.23009 -0.08548 0.09813 0.2 0.1 0.1 1.6656
O 3.38881 2.52677 -2.25788 0.0 0.0 0.0 -0.6822
C 2.61898 2.63943 -3.36540 0.1 0.0 0.0 0.3438
C 2.98258 3.61372 -4.29401 -0.1 -0.1 0.0 -0.2790
C 2.24422 3.77923 -5.44598 0.0 0.0 0.0 -0.1472
C 1.13053 2.98001 -5.70164 0.0 0.0 0.1 -0.2568
C 0.76987 2.01639 -4.78638 0.1 0.0 0.0 -0.1415
C 1.49930 1.82795 -3.60418 0.0 -0.1 -0.1 -0.1981
C 1.07191 0.80479 -2.63275 -0.1 0.4 0.1 0.5927
O 1.64521 0.77798 -1.47350 0.0 -0.1 0.0 -0.8735
N 0.09056 -0.01385 -2.98807 0.0 -0.2 0.0 -0.4282
N -0.23591 -0.80823 -1.94730 -0.2 -0.2 -0.1 -0.3587
C -0.69816 -1.98238 -2.12444 0.1 0.1 0.1 0.0337
C -0.82418 -2.86650 -0.95075 0.0 0.0 -0.1 0.1622
C -1.39052 -4.12891 -1.08462 0.0 0.1 0.1 -0.2139
C -1.39277 -4.98656 0.00175 0.0 0.0 0.0 -0.1250
C -0.81542 -4.56399 1.18912 0.0 0.0 0.0 -0.2507
C -0.28167 -3.28753 1.24249 0.0 0.0 0.1 0.0492
N -0.28801 -2.44719 0.21053 -0.1 0.0 -0.1 -0.5523
H 3.02684 1.77931 -1.74207 0.0 0.0 0.0 0.5066
H 3.85217 4.21978 -4.08698 0.0 0.0 0.0 0.2312
H 2.53747 4.53874 -6.15922 0.0 0.0 0.0 0.2221
H 0.55785 3.11313 -6.60761 0.0 0.0 0.0 0.2233
H -0.08520 1.38105 -4.96281 0.0 0.0 0.0 0.2341
H -0.88298 -2.37233 -3.12106 0.0 0.0 0.0 0.2153
H -1.81012 -4.42699 -2.03441 0.0 0.0 0.0 0.2406
H -1.82498 -5.97403 -0.08150 0.0 0.0 0.0 0.2408
H -0.76473 -5.20931 2.05274 0.0 0.0 0.0 0.2409
H 0.19251 -2.92739 2.14831 0.0 0.0 0.0 0.2005
N -0.95427 -0.39337 4.43390 0.1 0.0 -0.1 -0.3180
C -1.29290 -0.76476 3.20191 -0.2 0.1 -0.2 0.2167
N -0.65036 -0.00977 2.32493 0.2 -0.2 0.1 -0.6028
C 0.09567 0.81698 3.11534 0.0 0.0 0.1 0.2797
N -0.05831 0.61000 4.39916 0.0 0.1 0.1 -0.2218
C 0.94650 1.86133 2.53346 -0.1 0.0 0.1 0.0991
C 1.62514 2.79952 3.29794 -0.1 -0.1 0.0 0.0389
N 2.34022 3.76143 2.73158 0.0 0.0 0.0 -0.3232
C 2.36148 3.79603 1.40732 0.0 0.0 -0.1 0.0227
C 1.69340 2.85587 0.62772 0.0 0.1 0.0 0.0312
N 0.99503 1.88087 1.20051 0.1 -0.1 0.0 -0.5041
H -1.29182 -0.74444 5.31863 0.0 0.0 -0.1 0.4425
H -2.01532 -1.53055 2.98238 0.0 -0.1 0.0 0.2370
H 1.58474 2.76556 4.37829 0.0 0.0 0.0 0.2309
H 2.93341 4.58400 0.93612 0.0 0.0 0.0 0.2279
H 1.73405 2.88013 -0.45043 0.0 0.0 0.0 0.2479
```
Forces are in eV/Å.

Output
Molar mass, g mol⁻¹: 499.795
E_tot, eV: -40521.3162
Net charge: +1
Kohn-Sham gap, eV: 7.0
2S+1: 1
E_LUMO, eV: -3.5
ΔE to the lowest compared entry with this formula, charge and spin, kJ/mol: 0.0
E_HOMO, eV: -10.4927

***

[3]
DFT (ωB97M-V/def2-TZVPD) results for the ion C19H15Cl4O6 with charge -1.

The geometry in XYZ format:
```
44
Properties=species:S:1:pos:R:3:forces:R:3:nbo_charge:R:1
Cl 2.49688 -0.55280 3.71878 0.2 -0.4 0.4 -0.0215
C 1.30959 -0.39810 2.38241 -2.1 -0.2 0.7 -0.0548
C 0.78357 0.97161 2.42191 -2.4 -1.1 0.0 -0.4223
Cl 1.81999 2.23799 2.73714 1.4 1.8 0.2 -0.0026
C -0.51588 1.32889 1.96445 0.9 -1.6 0.1 0.3700
O -0.80007 2.40252 1.48235 -0.9 1.8 -0.1 -0.6394
C -1.60817 0.23080 1.99602 1.7 0.4 -0.3 0.4810
O -2.78041 0.47846 1.90512 -0.1 -0.4 0.0 -0.5159
C -1.03850 -1.15647 2.11392 0.0 0.6 0.5 -0.2224
Cl -2.13840 -2.38610 1.71139 -0.5 -0.8 0.2 0.0327
C 0.20648 -1.40019 2.56945 -1.3 0.6 -0.3 0.0801
Cl 0.64519 -2.94046 3.06411 0.2 -1.2 0.2 0.0688
C 6.43471 -0.20999 2.19050 1.0 0.7 -0.2 -0.6242
C 5.41790 -1.28901 2.03830 -0.1 0.6 0.3 -0.0751
O 4.26800 -0.62096 1.47346 -0.1 -0.8 -0.2 -0.4966
C 3.25897 -1.47112 1.33140 -0.4 -2.1 -0.8 0.8450
C 1.84192 -0.91283 0.90858 4.5 2.9 0.3 -0.2522
C 1.97823 0.52787 0.20337 -1.0 -0.1 -0.9 0.8575
O 1.02136 1.04705 -0.33377 0.7 -0.5 0.1 -0.6200
O 3.14815 1.15847 0.21228 -0.1 0.0 -0.5 -0.5180
C 3.05872 2.50972 -0.37182 -0.6 -0.8 0.9 -0.0830
C 4.40658 3.09671 -0.14856 0.4 0.9 0.0 -0.6255
C 1.15408 -1.84927 -0.01306 -1.9 -1.4 -1.0 -0.1074
C 0.13550 -1.42388 -0.91246 0.3 -0.4 0.0 -0.1729
C -0.49251 -2.30075 -1.81193 0.4 0.9 0.7 -0.2336
C -0.14514 -3.63773 -1.80428 -0.6 -0.8 -0.9 -0.2069
C 0.78278 -4.12353 -0.89535 -0.1 0.9 0.2 -0.2547
C 1.40137 -3.23860 -0.00406 -0.3 -0.3 -0.6 -0.1209
O 3.42196 -2.67402 1.53735 0.2 1.9 0.2 -0.6503
H 7.29992 -0.56086 2.75475 0.0 -0.1 0.1 0.2027
H 6.81447 0.09916 1.20954 -0.1 0.1 0.1 0.2041
H 6.05204 0.68612 2.69715 -0.1 -0.4 -0.1 0.2241
H 5.76640 -2.10218 1.39318 -0.2 0.1 0.1 0.1926
H 5.12571 -1.68043 3.01429 0.0 -0.2 -0.1 0.1959
H 2.74528 2.44037 -1.42099 0.2 0.0 0.3 0.1891
H 2.28507 3.01691 0.21387 0.1 0.1 -0.4 0.2249
H 4.41130 4.13169 -0.55949 0.2 -0.6 0.3 0.2053
H 4.65834 3.12338 0.92901 -0.2 0.0 -0.6 0.2214
H 5.14993 2.50314 -0.67019 0.3 0.0 -0.1 0.2036
H -0.13915 -0.38419 -0.93872 -0.1 -0.1 0.0 0.2602
H -1.24428 -1.87137 -2.48749 0.3 -0.4 0.3 0.2123
H -0.63395 -4.31255 -2.53248 0.3 0.3 0.5 0.1982
H 1.02792 -5.18023 -0.85212 0.0 0.1 0.0 0.2043
H 2.11773 -3.65656 0.66960 -0.1 0.0 0.1 0.2467
```
Forces are in eV/Å.

Output
Molar mass, g mol⁻¹: 481.135
E_tot, eV: -82320.4146
Net charge: -1
Kohn-Sham gap, eV: 6.3
2S+1: 1
SMILES string: CCOC(=O)C(C(=O)OCC)(c1ccccc1)[C@@]1(Cl)C(Cl)=C([O-])C(=O)C(Cl)=C1Cl
E_LUMO, eV: 2.7
E_HOMO, eV: -3.5453

***

[4]
DFT (ωB97M-V/def2-TZVPD) results for a cluster of 2 separate species, C19H15ClN3O in total.

The geometry in XYZ format:
```
39
Properties=species:S:1:pos:R:3:forces:R:3:nbo_charge:R:1
Cl 4.94553 0.18612 2.50860 -0.1 0.0 0.0 0.1087
C 3.23850 0.20856 2.46105 -0.6 0.1 0.0 0.0519
C 2.55871 1.43621 2.39417 -0.5 0.0 0.0 -0.2462
C 1.16713 1.45337 2.36376 0.3 -0.2 0.1 -0.0725
C 0.41844 0.24466 2.39691 0.5 0.0 0.0 -0.2069
C -1.01084 0.26363 2.41523 0.1 -0.5 0.3 0.3102
C -1.85595 -0.97218 2.41317 -0.9 0.1 0.0 -0.4900
C -3.33486 -0.46062 2.54579 1.1 -0.1 0.0 -0.4788
C -3.17799 1.03367 2.60116 1.2 -0.6 -0.3 0.0996
C -1.84179 1.40235 2.52102 -1.0 0.3 0.0 -0.3059
C 1.13959 -0.98440 2.45459 0.1 0.2 0.0 -0.0430
C 2.52868 -1.00367 2.49013 -0.5 0.1 0.0 -0.2626
H 3.12323 2.36483 2.36874 -0.1 -0.2 0.0 0.2553
H 0.63515 2.40442 2.31523 0.3 -0.2 0.0 0.2293
H -1.72738 -1.54499 1.48477 0.1 0.2 0.1 0.2645
H -1.60349 -1.65938 3.23118 0.1 0.2 -0.1 0.2678
H -3.93212 -0.79888 1.69079 -0.1 0.3 0.2 0.2706
H -3.79369 -0.87551 3.45243 -0.1 0.3 -0.1 0.2650
H -4.03357 1.70249 2.67969 0.3 0.0 0.0 0.2481
H -1.45477 2.42266 2.53809 -0.4 -0.3 0.0 0.2526
H 0.58710 -1.92661 2.48244 0.3 0.3 0.0 0.2203
H 3.06657 -1.94744 2.53975 -0.1 0.2 0.0 0.2529
O -0.95241 2.41361 -2.38773 0.5 -1.3 -0.2 -0.5566
C -0.71462 1.21403 -2.55164 -0.4 2.0 0.3 0.4983
C 0.40439 0.53244 -3.22817 -0.1 -0.2 0.0 -0.2435
C 0.17880 -0.84922 -3.16007 -0.2 0.2 0.1 0.2761
C 1.06725 -1.76627 -3.71600 0.4 0.0 -0.2 -0.2954
C 2.20703 -1.25102 -4.36220 -0.6 0.2 0.4 -0.1484
C 2.42977 0.13810 -4.44113 -0.1 0.2 0.1 -0.2517
C 1.52347 1.03969 -3.87495 0.2 -0.2 -0.1 -0.1174
N -1.02284 -1.06869 -2.48743 0.2 -3.0 -0.2 -0.5973
C -1.55968 0.11044 -2.08486 -2.4 1.5 1.2 0.0427
N -2.75219 0.24630 -1.49309 0.3 0.1 -0.1 0.0582
N -3.75882 0.39381 -0.94951 2.1 -0.3 -1.0 0.0081
H 0.86880 -2.83778 -3.64056 0.2 0.3 -0.1 0.2237
H 2.93107 -1.92966 -4.81221 -0.2 0.1 0.1 0.2288
H 3.31719 0.51820 -4.94921 -0.3 -0.2 0.1 0.2292
H 1.64025 2.12111 -3.90950 0.2 -0.2 -0.1 0.2375
H -1.44963 -1.97439 -2.30048 0.4 0.5 -0.3 0.4166
```
Forces are in eV/Å.

Output
Molar mass, g mol⁻¹: 336.802
E_tot, eV: -38977.5285
Net charge: +1
Kohn-Sham gap, eV: 4.3
2S+1: 1
E_LUMO, eV: -5.7
E_HOMO, eV: -10.0455

***

[5]
DFT (ωB97M-V/def2-TZVPD) results for a structure of composition C19H15CoN4O6S2.

The geometry in XYZ format:
```
47
Properties=species:S:1:pos:R:3:forces:R:3:nbo_charge:R:1
Co 0.30367 0.04138 0.27245 -0.4 0.1 -0.4 1.1309
O -3.40309 1.55180 0.33932 0.0 0.0 0.0 -0.6373
C -2.21994 1.26925 0.29382 -0.1 -0.2 0.2 0.7554
O -1.67484 0.10303 0.39912 -0.1 -0.1 0.1 -0.7960
C -1.19106 2.33908 0.03144 0.0 0.3 0.0 0.1076
C -1.42930 3.67910 -0.20495 0.0 0.0 0.0 -0.2118
C -0.35005 4.48308 -0.55230 0.0 0.0 0.0 -0.1733
C 0.91806 3.93166 -0.69619 0.0 0.0 0.0 -0.2118
C 1.07355 2.58030 -0.45212 -0.1 0.2 -0.1 0.1181
N 0.03561 1.84942 -0.06368 0.4 0.4 -0.1 -0.4232
C 2.32054 1.75042 -0.70526 0.1 0.0 0.1 0.7445
O 3.36045 2.32301 -1.00259 0.0 -0.1 -0.1 -0.6639
O 2.09171 0.49655 -0.60003 0.1 -0.3 0.1 -0.7699
H -2.44155 4.05001 -0.12849 0.0 0.0 0.0 0.2399
H -0.50326 5.53837 -0.74359 0.0 0.0 0.0 0.2109
H 1.78020 4.50615 -1.00451 0.0 0.0 0.0 0.2405
C -2.04715 -4.61955 1.07996 0.0 0.0 0.0 -0.6481
C -0.86998 -3.77508 0.72624 -0.1 -0.1 0.0 0.2006
C 0.45372 -4.09727 0.48049 0.0 0.0 0.1 -0.3581
C 1.10382 -2.87266 0.25453 0.2 0.0 0.0 0.1945
N 0.22372 -1.88628 0.33750 0.0 -0.3 0.0 -0.3353
N -0.96660 -2.44885 0.61090 0.1 0.1 -0.1 -0.3130
C 2.53772 -2.56992 -0.02870 0.0 -0.1 0.0 -0.6482
H -1.74405 -5.66151 1.16006 0.0 0.0 0.0 0.2200
H -2.82962 -4.54450 0.32326 0.0 0.0 0.0 0.2189
H -2.46866 -4.31128 2.03795 0.0 0.0 0.0 0.2466
H 0.89611 -5.07970 0.49794 0.0 0.0 0.0 0.2182
H -1.74335 -1.81044 0.76375 0.0 0.0 0.1 0.4666
H 3.15367 -3.45386 0.13419 0.0 0.0 0.0 0.2061
H 2.88626 -1.76465 0.61858 0.0 0.0 0.0 0.2574
H 2.67186 -2.23212 -1.05681 0.0 0.0 0.0 0.2357
O -1.35977 -3.06474 4.74851 -0.1 -0.1 0.0 -0.9528
S -1.50155 -1.63657 4.63811 -0.1 0.1 -0.2 2.3019
O -2.82249 -1.08015 4.74694 0.0 -0.1 0.0 -0.9379
N -0.74988 -1.11044 3.28807 0.1 0.2 -0.2 -0.7909
C 0.30515 -0.38388 3.55142 0.1 -0.1 0.2 0.1118
S 1.38666 0.27627 2.41368 -0.3 0.0 0.5 -0.2738
C 0.54357 -0.18926 5.03600 0.0 0.1 -0.3 -0.0139
C 1.52863 0.54233 5.67410 0.1 0.1 0.1 -0.2034
C 1.50404 0.61161 7.06272 0.0 0.0 0.0 -0.2103
C 0.50941 -0.03576 7.79423 0.0 0.0 0.0 -0.2142
C -0.47648 -0.77467 7.15197 0.1 0.0 0.0 -0.1772
C -0.42215 -0.83688 5.77322 0.0 0.1 0.3 -0.3402
H 2.28643 1.04829 5.08916 0.0 0.0 0.0 0.2400
H 2.26103 1.18321 7.58553 0.0 0.0 0.0 0.2082
H 0.50193 0.04214 8.87463 0.0 0.0 0.0 0.2071
H -1.25380 -1.28289 7.70822 0.0 0.0 0.0 0.2233
```
Forces are in eV/Å.

Output
⟨S²⟩: 0.7646
Molar mass, g mol⁻¹: 518.418
E_tot, eV: -97494.4978
Net charge: -1
Kohn-Sham gap (alpha / beta), eV: 7.9 / 8.1
2S+1: 2
E_LUMO (alpha / beta), eV: 2.7 / 2.7
ΔE to the lowest compared entry with this formula, charge and spin, kJ/mol: 0.0
E_HOMO (alpha / beta), eV: -5.1304 / -5.4194